--- 1 ---
C3H4NP in the gas phase, computed with ωB97M-V with the def2-TZVPD basis set.

```
! wB97M-V def2-TZVPD RIJCOSX def2/J DEFGRID3
* xyz 0 1
C 0.898 0.695 -0.377
C 1.148 -0.520 0.051
C -1.410 0.457 -0.468
N -0.399 1.230 -0.461
P -1.142 -1.381 -0.447
H 1.809 1.329 -0.512
H 1.989 -1.230 0.003
H -2.416 0.700 -0.555
H -1.809 -1.620 0.897
*
```

Properties
HOMO-LUMO gap in Ha: 0.3306

Which charges does Löwdin predict for the atoms? In e, they are:
1. C -0.332
2. C -0.044
3. C -0.478
4. N -0.050
5. P 0.835
6. H 0.109
7. H 0.034
8. H 0.023
9. H -0.098

--- 2 ---
C3H4NP in the gas phase, computed with ωB97M-V with the def2-TZVPD basis set.

```
! wB97M-V def2-TZVPD RIJCOSX def2/J DEFGRID3
* xyz 0 1
C -1.509 -0.031 -0.196
C -0.238 -0.492 -0.072
N 1.047 -0.031 -0.198
C 2.222 -0.155 0.008
P 3.865 0.008 -0.011
H -2.433 -0.562 -0.264
H -1.586 0.998 -0.205
H -0.359 -1.645 0.084
H 3.684 1.423 -0.332
*
```

Properties
HOMO-LUMO gap in Ha: 0.2888
SMILES: C=CN=C=P

Which charges does Löwdin predict for the atoms? In e, they are:
1. C 0.008
2. C -0.221
3. N 0.058
4. C -0.593
5. P 0.676
6. H 0.048
7. H 0.017
8. H 0.139
9. H -0.131

--- 3 ---
C3H4NP in the gas phase, computed with ωB97M-V with the def2-TZVPD basis set.

```
! wB97M-V def2-TZVPD RIJCOSX def2/J DEFGRID3
* xyz 0 1
C -0.993 -0.382 1.419
P 0.615 -0.759 1.488
N 1.438 -0.037 0.198
C 0.753 0.232 -0.800
C -0.292 0.372 -1.466
H -1.381 -0.266 0.335
H 1.367 -0.129 2.403
H -0.965 1.128 -1.156
H -0.542 -0.159 -2.423
*
```

Properties
HOMO-LUMO gap (alpha / beta) in Ha: 0.2937 / 0.2937
SMILES: C#[PH]N=C=C

Which charges does Löwdin predict for the atoms? In e, they are:
1. C -0.267
2. P 0.759
3. N -0.185
4. C -0.320
5. C -0.041
6. H -0.054
7. H -0.058
8. H 0.068
9. H 0.100

Computed energies relative to the best structure, in kJ/mol: 1 43.4; 2 0.0; 3 243.1

--- 1 ---
C4H4N4 in the gas phase, computed with ωB97M-V with the def2-TZVPD basis set.

```
! wB97M-V def2-TZVPD RIJCOSX def2/J DEFGRID3
* xyz 0 1
H -3.121 -0.535 0.356
N -2.257 -1.039 0.009
C -1.184 -0.331 -0.019
N -0.789 1.007 -0.110
C 0.543 1.129 0.023
C 1.054 -0.157 0.053
C 2.479 -0.487 -0.012
N 3.620 -0.506 -0.010
N 0.008 -1.012 -0.176
H -1.340 1.831 -0.074
H 1.036 2.107 -0.036
H -0.050 -2.009 -0.005
*
```

Properties
HOMO-LUMO gap in Ha: 0.3131
SMILES: [H]/N=c1\[nH]cc(C#N)[nH]1

Which charges does Löwdin predict for the atoms? In e, they are:
1. H 0.056
2. N 0.080
3. C -0.474
4. N 0.104
5. C -0.054
6. C -0.253
7. C -0.163
8. N 0.142
9. N 0.115
10. H 0.144
11. H 0.140
12. H 0.163

--- 2 ---
C4H4N4 in the gas phase, computed with ωB97M-V with the def2-TZVPD basis set.

```
! wB97M-V def2-TZVPD RIJCOSX def2/J DEFGRID3
* xyz 0 1
C -1.689 -0.529 -0.126
C 0.222 1.849 0.403
C 0.924 -0.236 0.030
C -0.981 0.359 -0.827
N -1.992 -1.434 0.551
N -0.763 1.607 -0.357
N 1.116 0.849 0.670
N 1.237 -1.533 0.072
H 0.272 2.888 0.775
H -0.851 0.210 -1.846
H 0.522 -2.244 -0.178
H 1.982 -1.786 0.833
*
```

Properties
HOMO-LUMO gap in Ha: 0.3176

Which charges does Löwdin predict for the atoms? In e, they are:
1. C -0.259
2. C -0.209
3. C -0.215
4. C -0.212
5. N 0.156
6. N 0.041
7. N 0.085
8. N 0.102
9. H 0.128
10. H 0.106
11. H 0.116
12. H 0.162

Computed energies relative to the best structure, in kJ/mol: 1 0.0; 2 222.3